<P>
An isolated ion of composition C2H2NO2S and charge -1. Source: OMol25; level of theory: the ωB97M-V functional and the def2-TZVPD basis.

Element x y z (Å)
1 C 0.42 -0.37 -0.52
2 C 1.22 0.82 -0.87
3 N 0.66 -0.34 0.88
4 O -1.66 -0.66 1.91
5 O -1.00 -0.18 -0.55
6 S -0.88 0.29 1.12
7 H 0.64 -1.36 -0.85
8 H 0.61 1.80 -1.11

Calculated values
- multiplicity = 1
- total charge = -1
- E_HOMO (eV) = -3.70

Mulliken population analysis, charges in e, atoms 1 to 4:
1. C 0.235
2. C -0.597
3. N -0.526
4. O -0.574

<Q>
An isolated ion of composition C2H2NO2S and charge -1. Source: OMol25; level of theory: the ωB97M-V functional and the def2-TZVPD basis.

Element x y z (Å)
1 N 2.47 0.05 1.35
2 C 1.42 -0.27 0.88
3 C 0.05 -0.73 0.35
4 S -0.72 0.22 -0.77
5 O 0.12 0.46 -1.93
6 O -2.04 -0.32 -1.04
7 H -0.39 -1.17 1.23
8 H -0.92 1.74 -0.07

Calculated values
- multiplicity = 1
- total charge = -1
- E_HOMO (eV) = -4.18
- SMILES string = N#CC=[S@@H](=O)[O-]

Mulliken population analysis, charges in e, atoms 1 to 4:
1. N -0.558
2. C 0.311
3. C -0.573
4. S 0.664

Which structure is the most stable? The one labeled <Q>.

<P>
H2OP2 as an isolated structure. Source: OMol25; level of theory: the ωB97M-V functional and the def2-TZVPD basis.

Element x y z (Å)
1 O -0.36 1.98 0.17
2 P 2.50 0.03 0.04
3 P 0.46 0.80 -0.17
4 H 1.38 -0.08 1.11
5 H -0.39 -0.31 -0.50

Calculated values
- multiplicity = 1
- total charge = 0
- E_HOMO (eV) = -8.62

Mulliken population analysis, charges in e, atoms 1 to 4:
1. O -0.545
2. P -0.025
3. P 0.354
4. H 0.073

<Q>
One molecule with the formula H2OP2. Source: OMol25; level of theory: the ωB97M-V functional and the def2-TZVPD basis.

Element x y z (Å)
1 O 1.08 2.13 -0.32
2 P 0.25 0.48 -1.20
3 P -0.80 -0.35 0.44
4 H 0.31 -0.63 1.24
5 H -0.84 -1.63 -0.15

Calculated values
- multiplicity = 1
- total charge = 0
- E_HOMO (alpha / beta) (eV) = -9.66 / -9.66
- SMILES string = O=P#[PH2]

Mulliken population analysis, charges in e, atoms 1 to 4:
1. O -0.535
2. P 0.384
3. P -0.070
4. H 0.128

<R>
One molecule with the formula H2OP2. Source: OMol25; level of theory: the ωB97M-V functional and the def2-TZVPD basis.

Element x y z (Å)
1 O 2.97 -0.65 0.50
2 P 2.20 0.24 -0.42
3 P 0.30 0.65 0.55
4 H -0.16 -0.69 0.41
5 H -0.21 0.76 -0.91

Calculated values
- multiplicity = 1
- total charge = 0
- E_HOMO (eV) = -9.12
- SMILES string = O=P#[PH2]

Mulliken population analysis, charges in e, atoms 1 to 4:
1. O -0.413
2. P 0.396
3. P -0.167
4. H 0.105

Which structure is the most stable? The one labeled <R>.

<P>
A 2-piece molecular cluster, C4H14N3S overall. Source: OMol25; level of theory: the ωB97M-V functional and the def2-TZVPD basis.

Element x y z (Å)
1 C -1.95 0.82 0.61
2 C 0.67 -1.41 -2.07
3 C 1.37 0.83 2.07
4 C -1.58 -0.47 -1.47
5 N -1.04 0.11 -0.28
6 N -0.76 -1.20 -2.23
7 N 1.56 0.15 0.81
8 S -3.16 -0.19 -2.01
9 H -2.99 0.25 0.64
10 H -1.59 0.52 1.71
11 H -1.94 1.89 0.35
12 H 1.08 -0.46 -2.41
13 H 0.92 -1.72 -1.04
14 H 0.98 -2.26 -2.58
15 H 0.62 0.39 2.56
16 H 2.32 0.73 2.65
17 H 1.11 1.95 1.81
18 H -0.03 -0.10 -0.03
19 H -1.03 -1.37 -3.16
20 H 1.89 -0.80 1.02
21 H 2.31 0.48 0.26
22 H -3.61 0.29 -0.88

Calculated values
- multiplicity = 1
- total charge = +1
- E_HOMO (eV) = -13.58

Mulliken population analysis, charges in e, atoms 1 to 4:
1. C -1.021
2. C -0.897
3. C -0.967
4. C 0.600

<Q>
A 2-piece molecular cluster, C4H14N3S overall. Source: OMol25; level of theory: the ωB97M-V functional and the def2-TZVPD basis.

Element x y z (Å)
1 C 1.85 1.23 1.79
2 C 3.25 1.12 -0.80
3 S 3.54 1.29 1.04
4 H 2.01 1.13 2.73
5 H 1.24 2.17 1.64
6 H 1.43 0.54 1.20
7 H 3.10 0.01 -0.95
8 H 4.25 1.40 -1.13
9 H 2.52 1.71 -1.43
10 C -2.03 0.37 -1.77
11 C -1.49 -1.12 0.21
12 N -2.19 -0.04 -0.37
13 N -1.18 -2.21 -0.52
14 N -1.76 -1.16 1.70
15 H -2.58 0.72 0.13
16 H -0.96 -2.28 -1.44
17 H -0.98 -2.97 0.14
18 H -1.07 -1.65 2.33
19 H -2.71 -1.52 1.91
20 H -3.12 0.42 -2.08
21 H -1.48 -0.56 -2.48
22 H -1.63 1.38 -1.88

Calculated values
- multiplicity = 1
- total charge = +1
- E_HOMO (eV) = -10.88

Mulliken population analysis, charges in e, atoms 1 to 4:
1. C -0.584
2. C -0.792
3. S -0.051
4. H 0.407

Which structure is the most stable? The one labeled <P>.

<P>
A 2-piece molecular cluster, C7H7BO2 overall. Source: OMol25; level of theory: the ωB97M-V functional and the def2-TZVPD basis.

Element x y z (Å)
1 C 1.64 -3.26 -2.37
2 C 1.71 -2.17 -1.84
3 C 1.65 -1.00 -1.07
4 C 1.88 0.04 -0.50
5 B 2.24 1.40 0.18
6 O 3.27 2.02 -0.37
7 O 1.72 1.86 1.33
8 H 1.49 -3.98 -3.05
9 H 3.81 2.76 -0.08
10 H 1.66 2.73 1.67
11 C -0.51 -0.91 0.74
12 C -1.44 -1.36 0.12
13 C -2.18 -1.95 -1.03
14 H -0.09 -0.24 1.42
15 H -1.38 -2.66 -1.41
16 H -2.54 -1.25 -1.74
17 H -3.10 -2.57 -0.63

Calculated values
- multiplicity = 1
- total charge = 0
- E_HOMO (eV) = -8.82
- SMILES string = C#CC#CB(O)O.C#CC

Mulliken population analysis, charges in e, atoms 1 to 4:
1. C -0.498
2. C -0.711
3. C 0.927
4. C -0.231

<Q>
One molecule with the formula C7H7BO2. Source: OMol25; level of theory: the ωB97M-V functional and the def2-TZVPD basis.

Element x y z (Å)
1 B -1.49 -2.08 1.16
2 C 2.15 -0.26 0.82
3 C 1.06 -1.02 1.03
4 C 2.00 0.83 0.07
5 C -0.47 0.67 -0.69
6 C -0.17 -1.32 0.97
7 C 0.73 1.21 -0.72
8 C 1.07 2.33 -1.78
9 O -1.48 -3.14 2.01
10 O -2.50 -1.41 0.65
11 H 2.71 1.65 -0.02
12 H -1.44 0.29 -0.53
13 H 0.44 2.46 -2.63
14 H 2.09 2.04 -1.94
15 H 1.13 3.21 -1.26
16 H -2.43 -3.51 2.13
17 H -3.40 -1.95 0.73

Calculated values
- multiplicity = 1
- total charge = 0
- E_HOMO (alpha / beta) (eV) = -7.73 / -8.34

Mulliken population analysis, charges in e, atoms 1 to 4:
1. B 0.586
2. C -1.205
3. C 0.972
4. C -0.173

Which structure is the most stable? The one labeled <P>.

<P>
A 2-piece molecular cluster, CH5OS overall. Source: OMol25; level of theory: the ωB97M-V functional and the def2-TZVPD basis.

Element x y z (Å)
1 S 1.84 -0.21 -0.36
2 H 1.29 0.94 0.06
3 C -2.27 -0.15 -0.01
4 O -1.23 0.32 0.81
5 H -1.89 -0.46 -0.98
6 H -2.82 -0.96 0.47
7 H -2.98 0.68 -0.17
8 H -0.41 -0.17 0.55

Calculated values
- multiplicity = 1
- total charge = -1
- E_HOMO (eV) = -2.73

Mulliken population analysis, charges in e, atoms 1 to 4:
1. S -0.884
2. H -0.009
3. C -0.470
4. O -0.429

<Q>
A 2-piece molecular cluster, CH5OS overall. Source: OMol25; level of theory: the ωB97M-V functional and the def2-TZVPD basis.

Element x y z (Å)
1 C -0.45 1.20 0.45
2 S -1.52 -0.12 -0.28
3 H -1.03 1.81 1.16
4 H 0.38 0.70 0.97
5 H -0.06 1.82 -0.34
6 H 0.22 -1.42 -0.87
7 H 1.28 -2.27 -0.16
8 O 1.18 -1.72 -0.94

Calculated values
- multiplicity = 1
- total charge = -1
- E_HOMO (eV) = -2.41

Mulliken population analysis, charges in e, atoms 1 to 4:
1. C -0.697
2. S -0.760
3. H 0.213
4. H 0.186

Which structure is the most stable? The one labeled <Q>.

<P>
An isolated ion of composition C6H15N4 and charge +1. Source: OMol25; level of theory: the ωB97M-V functional and the def2-TZVPD basis.

Element x y z (Å)
1 N 0.05 2.22 1.56
2 N 0.42 1.03 0.95
3 C 1.14 0.09 1.85
4 C 0.81 -1.40 1.41
5 C -0.24 -1.09 0.26
6 C 0.49 -1.35 -1.09
7 C -0.29 -0.62 -2.20
8 N -0.63 0.81 -1.87
9 C -1.44 0.79 -0.68
10 N -0.74 0.28 0.50
11 H -0.13 2.89 0.96
12 H -0.78 2.05 2.13
13 H 0.97 1.38 0.07
14 H 0.76 0.21 2.94
15 H 2.17 0.30 1.72
16 H 1.77 -1.81 1.06
17 H 0.60 -1.86 2.34
18 H -1.07 -1.78 0.24
19 H 0.58 -2.38 -1.52
20 H 1.60 -1.01 -0.97
21 H 0.32 -0.58 -3.22
22 H -1.18 -1.20 -2.43
23 H -1.21 1.04 -2.71
24 H -1.60 1.84 -0.57
25 H -2.38 0.14 -0.71

Calculated values
- multiplicity = 1
- total charge = +1
- E_HOMO (eV) = -13.67
- SMILES string = N[N@H+]1CC[C@@H]2CCNCN21

Mulliken population analysis, charges in e, atoms 1 to 4:
1. N -0.884
2. N 0.492
3. C -0.376
4. C -0.926

<Q>
An isolated ion of composition C6H15N4 and charge +1. Source: OMol25; level of theory: the ωB97M-V functional and the def2-TZVPD basis.

Element x y z (Å)
1 H 0.38 -2.24 0.52
2 N -0.25 -1.50 0.20
3 C -0.11 -0.27 0.32
4 C -1.35 0.57 0.20
5 C -2.63 -0.14 0.61
6 C -3.30 -0.80 -0.58
7 N -1.16 1.67 -0.38
8 H -1.89 2.36 -0.59
9 N 1.16 0.28 0.20
10 C 1.20 1.69 0.35
11 N 2.10 -0.31 -0.58
12 C 3.31 -0.88 0.10
13 H -3.29 0.68 1.15
14 H -2.53 -0.88 1.31
15 H -2.46 -1.30 -1.14
16 H -3.73 -0.03 -1.31
17 H -4.06 -1.44 -0.20
18 H 2.21 1.90 0.66
19 H 0.97 2.37 -0.50
20 H 0.54 1.94 1.24
21 H 2.42 0.29 -1.40
22 H 1.61 -1.12 -1.06
23 H 2.97 -1.54 0.87
24 H 4.20 -1.27 -0.54
25 H 3.70 -0.01 0.55

Calculated values
- multiplicity = 1
- total charge = +1
- E_HOMO (eV) = -12.93
- SMILES string = [H]/N=C(/C(CC)=N/[H])N(C)[NH2+]C

Mulliken population analysis, charges in e, atoms 1 to 4:
1. H 0.229
2. N -0.656
3. C 0.427
4. C 0.470

<R>
A 2-piece molecular cluster, C6H15N4 overall. Source: OMol25; level of theory: the ωB97M-V functional and the def2-TZVPD basis.

Element x y z (Å)
1 C 2.07 -0.07 -1.59
2 C 2.06 0.45 -0.11
3 C -2.09 1.24 0.22
4 C -1.91 -0.68 1.81
5 C -1.80 -0.92 -0.73
6 C -1.92 -0.20 0.42
7 N 1.51 -1.43 -1.55
8 N 1.11 -1.73 -0.33
9 N 1.57 -0.93 0.56
10 N 3.23 0.99 0.38
11 H 1.46 0.69 -2.12
12 H 3.06 0.07 -2.01
13 H -1.52 1.87 0.90
14 H -3.11 1.41 0.30
15 H -1.72 1.39 -0.83
16 H -1.96 -1.81 1.72
17 H -0.96 -0.29 2.21
18 H -2.72 -0.44 2.51
19 H 0.77 -1.70 -2.22
20 H -1.68 -0.48 -1.72
21 H 1.26 1.09 0.14
22 H 1.22 -1.11 1.52
23 H 4.12 0.69 -0.09
24 H -1.48 -2.05 -0.77
25 H 3.24 1.94 0.72

Calculated values
- multiplicity = 1
- total charge = +1
- E_HOMO (eV) = -12.60

Mulliken population analysis, charges in e, atoms 1 to 4:
1. C -0.474
2. C 0.122
3. C -1.356
4. C -1.102

<S>
An isolated ion of composition C6H15N4 and charge +1. Source: OMol25; level of theory: the ωB97M-V functional and the def2-TZVPD basis.

Element x y z (Å)
1 C -1.98 0.16 0.96
2 N -1.37 -0.13 -0.36
3 C -2.20 -0.33 -1.50
4 C -0.04 -0.12 -0.57
5 N 0.60 -1.64 -0.37
6 C 1.64 -1.94 0.40
7 N 2.41 -0.95 0.86
8 C 2.17 0.38 0.43
9 N 0.74 0.63 0.41
10 C 0.41 2.08 0.40
11 H -2.78 -0.68 1.24
12 H -1.14 0.22 1.50
13 H -2.72 0.97 0.92
14 H -3.27 -0.08 -1.27
15 H -1.95 0.17 -2.33
16 H -2.30 -1.37 -1.74
17 H 0.18 -0.05 -1.67
18 H 0.04 -2.44 -0.71
19 H 1.92 -2.96 0.48
20 H 3.43 -1.16 1.08
21 H 2.60 1.12 1.10
22 H 2.69 0.67 -0.45
23 H -0.66 2.10 0.37
24 H 0.69 2.65 1.26
25 H 0.89 2.69 -0.44

Calculated values
- multiplicity = 1
- total charge = +1
- E_HOMO (eV) = -12.58
- SMILES string = CN(C)[C@@H]1[NH+]=CNCN1C

Mulliken population analysis, charges in e, atoms 1 to 4:
1. C -1.209
2. N 0.039
3. C -1.130
4. C -0.032

Which structure is the most stable? The one labeled <S>.